DFT (the ωB97M-V functional and the def2-TZVPD basis) results for a 2-piece molecular cluster, CH2Cl3N4 overall at a distorted geometry.

orbital gap (alpha / beta): 5.470 / 8.284 eV
<S²>: 2.010

Geometry as ORCA input:
```
! RIJCOSX wB97M-V def2-TZVPD def2/J DEFGRID3
* xyz 1 3
C -0.741 -1.661 -0.154
N 1.797 -0.636 -0.965
N 2.514 -0.318 -0.001
N 2.443 -0.738 1.177
N -1.370 -0.748 0.246
Cl -0.672 -2.899 -1.101
Cl 3.914 0.703 -0.231
Cl 1.313 -2.085 1.196
H 2.280 -0.423 -1.794
H -1.260 0.111 0.899
*
```

Atomic partial charges in e from the Löwdin method, atoms 1 to 8:
1. C -0.85
2. N 0.07
3. N -0.82
4. N -0.28
5. N 0.24
6. Cl 0.99
7. Cl 0.71
8. Cl 0.69